Entry 1:
The following is a DFT calculation (ωB97M-V with the def2-TZVPD basis set) of a structure of composition C6H35HgO13V at a distorted geometry.

Computed properties:
- Multiplicity: 4
- LUMO energy (alpha / beta): -4.5 / -4.5 eV
- E_HOMO (alpha / beta): -0.4187 / -0.3994 Eh
- ⟨S²⟩: 3.96
- Max |F|: 3.5 eV Å⁻¹
- Calculated total energy: -63260.6123 eV
- Total charge: +1

Each line ends with the Löwdin spin population.
Geometry (Å):
H: -1.290 1.930 4.110  0.000
H: 2.707 2.049 -1.212  0.002
H: 2.782 -2.156 1.438  0.000
H: -0.174 0.242 0.987  -0.002
H: 3.180 -1.244 4.724  0.000
H: -1.189 -1.563 -1.219  0.000
O: 1.453 -0.172 -0.151  -0.052
C: 0.932 0.790 -5.056  0.015
O: -0.906 1.709 3.262  0.000
H: -5.396 -1.268 -0.412  0.000
H: -2.214 2.962 -2.829  0.000
H: 0.723 -3.979 -1.537  -0.001
H: 1.146 0.121 -5.890  0.000
H: -0.092 1.156 -5.140  0.001
H: 3.318 -3.506 1.010  0.000
O: 1.559 2.353 2.153  0.019
H: -2.141 2.466 0.016  0.000
O: -2.859 0.380 2.341  0.000
H: 1.671 1.590 -5.037  0.000
H: -3.911 0.934 -0.744  0.000
O: 2.899 -2.716 0.670  -0.026
O: -1.317 2.916 0.205  0.000
C: 1.758 -2.528 3.836  0.000
O: -3.790 1.877 -0.627  0.000
C: 2.437 -1.217 3.927  0.001
H: -1.541 1.117 2.858  0.000
H: 1.903 3.054 2.706  0.002
H: 2.462 -3.319 3.576  0.000
H: 1.584 -0.634 4.274  0.000
H: -3.187 0.131 1.477  0.000
O: 2.291 -0.873 -3.712  0.267
H: -4.679 2.232 -0.609  0.000
H: 0.999 0.539 -3.045  0.009
C: -1.096 -0.591 -0.732  0.000
O: -2.782 2.230 -3.067  0.000
C: 1.132 -0.113 -3.908  0.014
H: 0.219 -0.700 -4.008  -0.001
Hg: 2.727 -1.666 -1.381  -0.147
H: 0.992 -2.699 3.080  0.000
H: -3.039 1.842 -2.230  0.000
O: 3.014 -0.617 2.782  0.022
C: 0.129 -0.516 0.265  -0.001
H: 0.911 -3.495 -2.959  -0.001
H: 2.968 3.335 -0.457  0.001
H: 0.071 -1.438 0.843  0.000
H: -1.118 0.080 -1.591  0.000
H: -2.653 -0.451 2.769  0.000
O: -4.475 -1.005 -0.419  0.000
H: 0.670 2.206 2.477  0.001
H: 1.283 -2.768 4.787  0.000
O: 1.065 -3.245 -2.048  -0.030
O: 2.815 2.399 -0.327  0.038
H: -1.999 -0.333 -0.179  0.000
H: -0.645 2.245 0.090  0.000
V: 2.954 0.830 1.210  2.869
H: -4.262 -0.905 -1.347  0.000

Entry 2:
The following is a DFT calculation (ωB97M-V with the def2-TZVPD basis set) of a cluster of 11 separate species, C32H64F11N2O29P4 in total at a distorted geometry.

Computed properties:
- LUMO energy: 1.7 eV
- E_HOMO: -0.2831 Eh
- Max |F|: 9.7 eV Å⁻¹
- Calculated total energy: -163642.1462 eV
- Total charge: -1

Each line ends with the Mulliken charge.
Geometry (Å):
C: 2.937 -2.178 -2.150  0.483
O: -3.711 3.860 -3.633  -0.704
H: -4.179 -2.839 3.021  0.294
O: 4.791 2.623 1.278  -0.347
P: -1.320 5.260 1.093  0.468
C: 1.511 2.118 -2.674  -0.488
C: 4.628 -0.747 -2.423  0.485
N: -6.513 0.519 0.917  -0.647
H: -2.052 -2.671 -1.511  0.092
H: -2.339 1.282 -0.845  -0.047
F: 1.288 -1.113 0.783  -0.364
H: -0.624 2.391 -5.964  0.330
H: -5.503 -1.079 -1.243  -0.046
O: -0.106 4.228 0.982  0.546
H: 5.510 -0.469 1.339  0.119
H: -5.850 0.600 1.697  0.266
P: 2.427 4.590 -2.989  0.764
C: -3.107 1.725 -1.474  -0.902
H: 3.465 -2.381 0.016  0.007
H: 0.044 -5.790 -1.804  0.245
H: 1.242 4.144 2.582  0.288
C: 2.455 -5.924 -3.696  0.611
C: 3.080 -3.430 4.071  0.828
H: -1.665 0.016 3.920  0.108
P: -3.470 2.455 -3.933  0.410
C: 1.840 -6.962 -1.823  -0.562
H: -5.865 -3.261 3.643  0.281
H: 1.339 5.650 1.714  0.371
O: 3.853 4.163 -3.415  -0.315
C: -2.206 -2.687 -2.583  -0.130
H: 1.520 2.098 -3.763  0.441
H: -0.753 2.509 -4.134  -0.031
H: -0.830 0.981 -4.970  0.142
O: -2.173 4.699 2.299  -0.393
H: 1.333 6.823 -0.725  0.150
C: -1.677 5.487 -1.429  -0.081
H: 4.856 4.398 -1.575  0.332
H: -7.685 -1.318 0.867  0.306
H: -6.876 -2.189 -1.165  0.433
F: 3.453 1.415 2.539  -0.290
C: -5.104 -2.484 3.479  -0.705
F: 0.658 0.607 4.906  -0.412
H: 1.124 -7.784 -2.008  0.309
H: 0.941 6.831 -2.447  0.377
F: 1.610 -4.740 -0.992  -0.238
H: 2.270 -2.743 4.392  -0.770
C: -1.106 2.048 -5.052  -0.236
H: 4.212 -1.495 5.551  0.224
H: -0.981 -0.825 -2.905  -0.267
F: -1.934 -1.230 0.887  -0.321
O: -4.775 1.600 -4.145  -0.136
H: -5.030 1.235 -6.190  0.275
H: -0.761 6.050 -1.296  -0.069
C: 0.384 -0.720 4.491  1.048
F: -0.381 -0.465 -0.661  -0.747
H: 1.952 4.240 0.935  0.142
H: -1.651 4.700 -2.172  -0.020
H: 3.525 -2.999 3.161  0.245
C: 4.261 1.362 1.504  0.795
H: 1.958 -4.059 1.884  0.019
C: 5.980 2.459 0.669  0.458
O: -0.907 6.635 1.225  -0.817
O: 4.692 -1.184 -1.147  -0.396
O: 2.806 -6.889 -2.859  -0.352
O: -2.563 2.158 -5.190  -0.385
O: 1.553 5.020 -4.077  -0.845
F: -0.396 0.197 1.521  -0.407
C: 1.142 4.581 1.584  -0.844
H: -5.634 -2.823 1.127  0.458
C: -1.141 -1.841 -3.281  1.027
O: -5.597 -1.444 2.696  -0.378
O: -1.491 -0.756 5.819  -0.419
F: 0.145 -2.476 -3.233  -0.270
H: -3.974 1.062 -1.351  0.347
H: 5.568 3.300 -2.773  0.211
H: 2.244 -7.252 -0.857  0.330
H: -3.762 3.507 2.926  0.312
H: 2.075 -1.540 -1.915  -0.536
H: 0.552 1.842 -2.241  0.108
H: -3.343 2.731 -1.143  0.387
P: -0.342 -1.208 0.766  1.995
C: 3.987 -3.530 5.295  0.141
C: -6.670 -0.974 0.616  0.546
O: -2.191 4.966 -0.176  -0.099
H: -5.582 2.811 -5.651  0.339
O: 2.584 5.632 -1.814  -0.254
H: 2.356 -2.772 6.592  0.191
H: -7.103 -0.405 -1.456  0.412
O: 6.457 3.223 0.019  -0.405
H: 5.658 5.013 -3.112  0.275
H: -1.502 -1.682 3.897  0.075
H: 5.727 0.475 2.850  0.292
H: 2.222 1.367 -2.308  0.018
C: -3.005 3.479 2.145  -0.466
H: -7.355 0.891 1.356  0.237
C: -6.548 -1.167 -0.924  -1.144
O: -1.689 -1.872 -4.641  -0.380
H: 4.547 -4.462 5.183  0.351
O: -0.482 -1.658 7.559  -0.486
O: 1.343 -5.261 -3.237  -0.264
H: 5.499 -2.320 6.078  0.268
O: 1.830 3.391 -2.148  0.118
H: -4.597 -1.443 0.922  0.015
O: 3.764 -1.475 -3.116  -0.391
H: 2.508 -4.490 6.634  0.286
O: -2.683 1.635 -2.839  0.736
H: 3.729 -3.505 7.478  0.428
C: 1.758 6.777 -1.733  -0.759
F: 4.654 -3.422 -1.150  -0.417
C: -5.582 -1.742 1.328  -0.485
O: 2.506 -4.687 3.774  -0.495
C: 5.059 4.249 -2.625  -0.582
O: 5.194 0.113 -2.829  -0.411
C: 3.860 -2.295 -0.984  1.128
O: 0.547 -1.556 5.626  -0.283
C: 1.521 -4.586 2.737  -0.302
F: -0.258 -2.600 -0.058  -0.456
H: 3.678 0.924 0.702  0.021
H: -2.367 6.197 -1.905  0.273
C: 3.108 -3.562 6.589  -1.142
O: -3.789 -1.350 -5.244  -0.469
H: -6.512 1.391 -5.144  0.241
C: 1.114 -5.627 -1.923  0.475
H: 0.929 -0.927 3.590  -0.113
O: 6.481 1.244 0.942  -0.370
O: -3.339 -2.020 -3.155  -0.307
H: -3.563 3.508 1.205  0.206
C: -3.040 -1.699 -4.436  0.515
H: -4.912 -2.136 4.497  0.256
H: 2.329 7.706 -1.822  0.301
C: 5.521 0.531 1.778  -0.245
C: -1.152 -0.797 4.426  -0.074
C: -0.487 -1.347 6.471  0.487
N: 4.802 -2.293 5.350  -0.673
H: -1.992 -3.727 -2.871  0.233
H: 2.564 -3.088 -2.601  -0.158
C: -5.517 1.754 -5.368  -0.822
H: 1.310 -5.624 2.456  0.325
H: 0.580 -4.198 3.132  0.203
H: -2.392 2.576 2.172  0.211
F: -0.257 -2.081 2.119  -0.641
O: 2.993 -5.676 -4.677  -0.460

Entry 3:
The following is a DFT calculation (ωB97M-V with the def2-TZVPD basis set) of a cluster of 8 separate species, C28H44F4O16 in total at a distorted geometry.

Computed properties:
- SMILES string: O=C1OC[C@@H](F)O1.O=C1OC[C@@H](F)O1.O=C1OC[C@@H](F)O1.O=C1OC[C@@H](F)O1.C1CCOC1.C1CCOC1.C1CCOC1.C1CCOC1
- LUMO energy: 0.2 eV
- E_HOMO: -0.3500 Eh
- Max |F|: 2.1 eV Å⁻¹
- Calculated total energy: -73377.6029 eV
- Total charge: 0

Each line ends with the Mulliken charge.
Geometry (Å):
C: -9.241 5.055 18.715  -0.822
H: -12.351 3.699 23.559  0.299
H: -12.585 -0.862 20.808  0.468
H: -11.611 1.852 22.123  -0.076
H: -15.760 -0.931 23.586  0.142
H: -9.777 0.819 24.250  -0.087
C: -10.760 0.790 23.759  -0.121
H: -9.441 4.580 17.752  0.351
C: -16.144 2.131 23.621  1.273
C: -7.772 4.901 19.112  -0.174
C: -9.849 4.435 19.991  -0.030
C: -12.313 2.054 24.951  0.600
O: -7.748 2.330 25.139  -0.150
O: -7.606 -0.644 21.654  -0.339
C: -7.722 0.283 20.587  -0.463
C: -15.448 3.280 22.879  -0.277
C: -14.482 2.152 28.636  0.180
C: -17.337 1.824 22.717  -0.714
H: -9.634 3.367 20.022  -0.118
C: -6.531 -0.330 22.370  0.594
F: -14.754 -3.140 25.857  -0.297
H: -6.501 3.122 23.597  -0.091
H: -15.087 -0.197 19.839  0.371
H: -15.118 4.076 23.552  0.346
O: -6.063 0.903 21.982  -0.374
H: -12.147 2.351 25.987  0.203
C: -15.153 0.653 27.095  0.565
C: -14.832 -0.973 20.557  -0.628
C: -12.017 -4.221 27.458  0.486
O: -16.272 3.708 21.817  -0.514
H: -7.270 -0.123 19.683  0.361
H: -14.740 -1.972 20.124  0.257
O: -15.787 -0.996 21.605  -0.422
O: -14.337 -0.002 27.916  -0.203
O: -15.308 1.913 27.500  -0.282
O: -11.394 -5.073 27.985  -0.509
H: -7.495 3.862 18.886  0.041
H: -13.431 0.566 21.151  0.024
H: -6.932 4.219 24.864  0.336
H: -4.677 2.712 24.820  0.314
H: -15.029 -2.462 22.954  0.286
H: -13.264 0.581 29.638  0.337
H: -14.474 2.906 22.526  -0.043
H: -12.401 -2.661 25.277  -0.012
H: -6.493 2.046 20.258  0.222
H: -14.998 0.340 29.796  0.333
H: -10.798 3.514 24.527  0.378
C: -13.756 -0.744 22.756  1.584
C: -6.955 1.502 21.080  0.422
H: -13.757 0.143 23.385  -1.332
H: -17.539 0.774 22.507  0.335
H: -9.526 6.094 18.543  0.284
O: -7.845 0.441 26.329  -0.494
H: -12.554 -1.279 26.503  -0.064
C: -9.052 5.182 21.038  -0.184
F: -7.790 2.391 21.699  -0.166
H: -14.191 -2.429 27.657  0.215
H: -17.983 2.904 20.902  0.371
O: -6.072 -0.939 23.276  -0.486
O: -11.537 -2.990 27.106  -0.339
C: -10.973 2.091 22.977  1.062
F: -5.229 3.581 26.538  -0.330
C: -13.792 -3.009 26.818  0.549
H: -10.677 -0.031 23.040  0.355
O: -5.874 1.495 26.014  -0.344
F: -13.298 2.650 28.199  -0.254
C: -7.223 1.325 25.866  0.557
H: -16.543 1.943 20.711  0.064
C: -14.215 0.715 29.131  -0.563
C: -6.706 3.169 24.663  0.017
H: -7.070 5.586 18.634  0.369
H: -12.953 -1.351 23.179  0.231
H: -9.420 6.208 21.122  0.433
O: -11.774 0.747 24.725  -0.404
H: -16.514 2.410 24.605  0.132
H: -15.395 1.350 23.722  -1.117
H: -13.379 2.015 24.708  -0.632
C: -13.523 -0.522 21.248  -0.509
H: -8.774 0.540 20.467  0.248
C: -15.131 -1.381 22.821  -0.394
H: -9.066 4.658 21.995  -0.110
C: -5.531 2.744 25.502  0.177
O: -15.714 0.090 26.209  -0.455
O: -13.341 -4.305 27.126  -0.363
H: -14.976 2.788 29.362  0.307
O: -7.735 5.263 20.482  -0.442
C: -17.077 2.591 21.415  -0.286
C: -11.619 3.027 24.001  -0.859
H: -18.209 2.207 23.249  0.314
H: -10.923 4.608 20.061  0.425
H: -10.049 2.564 22.645  -0.689
C: -12.534 -2.346 26.316  0.341

Entry 4:
The following is a DFT calculation (ωB97M-V with the def2-TZVPD basis set) of a cluster of 2 separate species, C3H10NO in total at a distorted geometry.

Computed properties:
- Energy above the lowest of the compared OMol25 structures with the same formula, charge and spin: 0.710 eV
- LUMO energy: -3.5 eV
- E_HOMO: -0.5454 Eh
- Max |F|: 2.3 eV Å⁻¹
- Calculated total energy: -6803.6011 eV
- Total charge: +1

Each line ends with the natural charge from an NBO analysis.
Geometry (Å):
O: 0.449 -2.300 -1.941  -0.983
H: 1.136 -0.902 0.532  0.452
C: 0.228 1.105 1.970  -0.334
H: 0.766 -3.216 -1.932  0.499
H: -2.012 1.232 0.035  0.248
C: -0.026 0.874 0.695  0.125
H: 0.890 0.521 2.598  0.225
H: -1.006 2.662 0.080  0.267
N: 0.261 -0.515 0.194  -0.692
C: -1.007 1.602 -0.171  -0.679
H: -0.718 1.562 -1.222  0.232
H: 0.746 -2.000 -2.810  0.491
H: 0.418 -0.451 -0.816  0.454
H: -0.172 2.001 2.431  0.242
H: -0.572 -1.093 0.264  0.452

> Among the records above, which one has the lowest max |F|?

C28H44F4O16

> The highest max |F| belongs to which entry?

C32H64F11N2O29P4

> Which formula does entry 3 have?

C28H44F4O16